# 1
{
  "formula": "C5H10N2O3",
  "method": "wB97M-V/def2-TZVPD",
  "relative_energy_kj_mol": 638.21,
  "gap_ev": 7.69,
  "lumo_energy_ev": -0.50,
  "multiplicity": 1,
  "symbols": ["C", "C", "C", "C", "C", "N", "N", "O", "O", "O", "H", "H", "H", "H", "H", "H", "H", "H", "H", "H"],
  "positions_angstrom": [[1.0532, 0.2693, -0.9245], [-0.2160, 1.1726, -1.1144], [0.8037, -0.4732, 0.4157], [-1.2037, 0.6277, -0.1112], [-1.2404, -0.8016, 1.8381], [-0.6121, -0.1666, 0.7232], [-1.7950, -1.9842, -1.5927], [-0.9928, -2.7797, -2.0455], [-2.3195, -2.2442, -0.5453], [-1.9654, -0.8754, -2.1653], [1.0111, -0.4815, -1.7414], [1.9450, 0.8529, -0.9878], [0.0166, 2.1520, -0.7951], [-0.5299, 1.2104, -2.1175], [0.9929, -1.5019, 0.0722], [1.5908, -0.1256, 1.2230], [-2.3251, 0.6558, -0.1339], [-0.5654, -1.5434, 2.2543], [-1.5571, -0.0376, 2.6181], [-2.0994, -1.3465, 1.3551]],
  "forces_ev_per_a": [[-2.048, -0.298, -0.634], [0.621, -1.041, 1.462], [2.389, 1.266, -0.555], [0.147, -1.620, -1.079], [-1.964, -0.377, 0.614], [0.940, 0.708, -0.628], [1.759, 0.589, -1.536], [1.161, -0.950, -1.305], [-2.294, 0.014, 3.037], [-0.416, 0.627, 0.136], [0.269, 0.503, 0.462], [0.611, 0.192, 0.120], [0.200, 1.464, 0.342], [-0.795, -0.123, -1.026], [-0.701, -0.092, 1.362], [-2.025, -0.832, -1.188], [1.264, 0.475, 0.270], [-0.017, 0.128, 0.115], [0.390, -1.060, -0.977], [0.511, 0.426, 1.008]]
}

---

# 2
{
  "formula": "C4H7NO3",
  "method": "wB97M-V/def2-TZVPD",
  "relative_energy_kj_mol": 271.09,
  "smiles": "O=CC(=O)O.C=CN",
  "gap_ev": 8.23,
  "lumo_energy_ev": -0.08,
  "multiplicity": 1,
  "symbols": ["O", "C", "C", "O", "O", "H", "H", "C", "C", "N", "H", "H", "H", "H", "H"],
  "positions_angstrom": [[2.3307, 1.2096, -0.0567], [1.7129, 0.5629, 0.7491], [1.3288, -0.8714, 0.4980], [0.9727, -1.5465, 1.4153], [1.4916, -1.1450, -0.7681], [1.6491, 0.9416, 1.7709], [1.8465, -0.3488, -1.2680], [-1.0497, 1.1924, -0.1596], [-1.5543, 0.0078, 0.1760], [-1.7644, -0.9263, -0.7394], [-0.7092, 1.9507, 0.5702], [-1.0311, 1.5737, -1.2141], [-1.3934, -0.1468, 1.2969], [-2.0386, -1.8601, -0.5470], [-1.7916, -0.5939, -1.7236]],
  "forces_ev_per_a": [[-0.189, -0.042, -0.642], [1.288, 0.982, 0.747], [0.053, 1.835, 0.137], [-0.191, -1.039, -0.289], [0.174, -0.825, -1.515], [-0.606, -0.126, 0.335], [-0.435, -0.801, 1.119], [0.167, 2.538, -0.788], [2.346, 1.479, 2.788], [-0.896, -0.786, -2.211], [-0.566, -0.693, -0.315], [0.093, -0.604, 0.885], [-1.012, -0.846, -1.712], [-0.250, -0.351, 0.161], [0.022, -0.722, 1.300]]
}

---

# 3
{
  "formula": "C15H12BrF6N2PRhS",
  "method": "wB97M-V/def2-TZVPD",
  "relative_energy_kj_mol": 125.07,
  "charge": 2,
  "gap_ev": [7.90, 6.01],
  "lumo_energy_ev": [-8.48, -10.37],
  "multiplicity": 2,
  "symbols": ["Rh", "S", "C", "C", "C", "C", "C", "C", "C", "C", "C", "N", "H", "H", "H", "H", "H", "H", "C", "C", "C", "C", "C", "Br", "N", "C", "H", "H", "H", "H", "H", "H", "F", "P", "F", "F", "F", "F", "F"],
  "positions_angstrom": [[0.9245, 0.3860, -0.7731], [-2.7276, -0.9069, -2.4447], [-1.5552, -2.1107, -2.8015], [-0.4101, -2.0510, -2.0292], [-0.4839, -0.9843, -1.1462], [-1.7197, -0.2840, -1.2269], [-1.8832, 0.9066, -0.4840], [-3.0605, 1.6200, -0.3197], [-3.0294, 2.7981, 0.4177], [-1.8298, 3.2302, 0.9477], [-0.6749, 2.4689, 0.7464], [-0.7103, 1.3324, 0.0749], [-1.7289, -2.8060, -3.6137], [0.4141, -2.7420, -2.1304], [-3.9803, 1.2567, -0.7600], [-3.9350, 3.3712, 0.5665], [-1.7610, 4.1559, 1.5019], [0.2841, 2.7926, 1.1279], [0.3866, -3.4470, 3.3252], [1.0718, -2.2336, 2.7615], [2.1111, -1.5824, 3.4182], [2.7241, -0.4675, 2.8607], [2.2640, -0.0499, 1.6407], [2.9207, 1.4495, 0.7223], [1.2700, -0.6562, 0.9803], [0.6784, -1.7255, 1.5316], [0.6606, -3.6171, 4.3632], [0.6640, -4.3359, 2.7556], [-0.6971, -3.3536, 3.2564], [2.4449, -1.9461, 4.3823], [3.5283, 0.0565, 3.3580], [-0.1239, -2.1872, 0.9717], [2.1525, 0.6436, -2.6068], [1.1410, 1.7185, -3.5496], [0.1113, 2.6948, -4.1894], [2.3264, 2.7283, -3.5508], [1.5651, 0.9776, -4.8473], [-0.0407, 0.6111, -3.2762], [0.7081, 2.2884, -1.9611]],
  "forces_ev_per_a": [[-2.129, -0.109, 2.934], [-0.243, -0.146, 0.098], [-0.010, -0.327, 0.054], [-0.184, -0.323, 0.517], [1.148, 1.360, -1.764], [-0.443, -0.393, -0.421], [-0.049, 0.340, 0.354], [0.018, 0.049, 0.023], [-0.090, 0.021, 0.009], [0.031, -0.053, -0.034], [0.132, 0.051, 0.125], [0.637, -0.623, -0.327], [-0.061, 0.064, -0.014], [0.093, 0.143, -0.182], [0.013, 0.019, -0.003], [0.016, 0.010, -0.022], [0.017, -0.027, 0.031], [0.008, -0.011, -0.027], [0.008, -0.037, -0.147], [-0.087, -0.046, 0.013], [0.066, -0.004, 0.093], [-0.003, -0.113, 0.108], [-0.204, -0.062, -0.086], [0.525, 0.501, -0.084], [0.401, 0.522, -0.721], [-0.047, -0.041, -0.118], [-0.010, 0.049, 0.003], [0.057, 0.006, 0.026], [0.003, 0.043, 0.068], [0.009, 0.009, -0.011], [-0.001, -0.008, -0.008], [0.032, 0.015, 0.000], [0.073, -0.457, -0.229], [0.153, -0.222, -0.077], [0.015, 0.105, 0.026], [-0.006, 0.070, 0.048], [0.069, 0.059, -0.043], [-0.016, 0.047, -0.092], [0.060, -0.483, -0.120]]
}